[1]
{
  "formula": "CH2N5",
  "method": "the ωB97M-V functional and the def2-TZVPD basis",
  "symbols": ["H", "N", "N", "C", "N", "N", "N", "H"],
  "positions_angstrom": [[0.38688, 1.46166, 1.39862], [0.25788, 0.45591, 1.47966], [-0.03643, -0.14992, 0.42416], [-0.39291, -1.44601, 0.62936], [-0.64231, -2.48084, 1.04145], [-0.25579, 0.36589, -0.77272], [0.49451, 0.68346, -1.67876], [0.18818, 1.10985, -2.52177]],
  "forces_ev_per_angstrom": [[0.414, 0.395, -0.685], [-0.707, -0.546, -0.051], [2.787, 0.870, 2.200], [-0.118, -0.745, -0.108], [-0.201, -0.699, -0.079], [-3.091, 2.243, -4.682], [2.793, -2.067, 4.214], [-1.877, 0.549, -0.809]],
  "total_charge": 1,
  "gap_ev": [8.52, 8.51],
  "homo_ev": [-16.391, -16.387],
  "molar_mass_g_mol": 84.1,
  "smiles": "[H]/N=[N+](C#N)\\N=N\\[H]",
  "de_lowest_kj_mol": 281.9,
  "total_energy_ev": -8505.080
}

=====

[2]
{
  "formula": "CH2N6O3",
  "method": "the ωB97M-V functional and the def2-TZVPD basis",
  "symbols": ["C", "N", "N", "N", "N", "N", "N", "O", "O", "O", "H", "H"],
  "positions_angstrom": [[0.29863, -1.38158, 0.55197], [-2.91416, -0.90307, -0.90215], [-2.18129, -0.11955, -0.59264], [1.46192, -1.29725, 0.18259], [-1.23298, 0.52850, -0.16212], [2.27353, -0.33315, -0.32993], [-1.01505, 1.81564, 0.28773], [-0.64258, -1.94130, 0.98049], [0.11128, 1.95177, 0.64733], [-1.98530, 2.54760, 0.40953], [2.63799, -0.53391, -1.30783], [3.18802, -0.33371, 0.23501]],
  "forces_ev_per_angstrom": [[1.441, -1.519, 0.072], [0.152, 0.311, -0.197], [-1.329, 1.138, 0.590], [-1.171, -0.459, 0.080], [2.373, -2.147, -0.885], [3.330, 1.194, -0.584], [-2.593, 0.184, 0.865], [-0.275, 0.664, -0.087], [0.367, 0.800, -0.119], [0.837, 0.053, -0.389], [-1.173, -0.234, 1.499], [-1.961, 0.015, -0.845]],
  "total_charge": 0,
  "gap_ev": 8.71,
  "homo_ev": -9.356,
  "molar_mass_g_mol": 146.1,
  "de_lowest_kj_mol": 0.0,
  "total_energy_ev": -16144.399
}

=====

[3]
{
  "formula": "CH2NO2",
  "method": "the ωB97M-V functional and the def2-TZVPD basis",
  "symbols": ["N", "C", "O", "O", "H", "H"],
  "positions_angstrom": [[-0.62631, -0.09462, 1.09751], [0.05711, 0.00652, -0.13778], [0.83340, -0.93794, -0.38409], [-0.19055, 1.02271, -0.83455], [-1.15368, 0.68027, 1.47043], [-0.21414, -0.71307, 1.77275]],
  "forces_ev_per_angstrom": [[-0.633, -0.203, 0.705], [0.254, 0.658, -0.545], [0.221, -0.340, 0.002], [-0.192, -0.135, 0.202], [0.319, 0.053, -0.321], [0.031, -0.034, -0.044]],
  "total_charge": -1,
  "gap_ev": 8.33,
  "homo_ev": -3.552,
  "molar_mass_g_mol": 60.0,
  "smiles": "NC(=O)[O-]",
  "de_lowest_kj_mol": 3.9,
  "total_energy_ev": -6656.337
}